# 1
Formula: C5H5NO2
Source: OMol25
Level of theory: ωB97M-V with the def2-TZVPD basis set

Output
lowest unoccupied orbital energy	0.0213	Eh
E_tot	-398.6090	Eh
ΔE to the lowest compared entry with this formula, charge and spin	444.9	kJ/mol
net charge	0
HOMO	-9.59	eV

Cartesian coordinates (Å):
O (1.54, -1.83, -0.97)
O (1.91, 0.42, -0.13)
N (-1.05, -0.91, 1.09)
C (1.17, -0.80, -0.55)
C (-1.22, 1.03, -1.85)
C (-0.82, 0.27, -0.95)
C (0.78, 0.72, 0.80)
C (-0.12, -0.29, 0.18)
H (1.15, 0.66, 1.80)
H (-1.48, 1.84, -2.63)
H (-0.61, -1.13, 2.12)
H (0.45, 1.74, 0.39)
H (-1.70, -1.73, 0.73)

Partial charges, Mulliken, in e:
1. O -0.4911
2. O -0.3678
3. N -0.5949
4. C 0.3572
5. C 0.0322
6. C -0.9084
7. C -0.5676
8. C 1.0789
9. H 0.3399
10. H 0.3476
11. H 0.2676
12. H 0.2413
13. H 0.2652

***

# 2
Formula: C5H5NO2
Source: OMol25
Level of theory: ωB97M-V with the def2-TZVPD basis set

Output
lowest unoccupied orbital energy	-0.0080	Eh
E_tot	-398.5016	Eh
ΔE to the lowest compared entry with this formula, charge and spin	726.8	kJ/mol
net charge	0
HOMO	-9.56	eV

Cartesian coordinates (Å):
O (0.57, 0.32, 2.29)
O (0.31, -0.23, -1.61)
N (0.91, -1.24, -0.94)
C (0.06, -0.18, 1.26)
C (-1.04, 0.26, 0.40)
C (-1.40, 1.50, -0.88)
C (0.94, -1.28, 0.42)
C (-0.13, 0.70, -0.79)
H (-2.27, 1.05, -1.46)
H (0.60, 1.24, -0.48)
H (1.22, -2.40, 0.71)
H (-1.62, 2.49, -0.57)
H (-1.85, -0.47, 0.48)

Partial charges, Mulliken, in e:
1. O -0.5365
2. O -0.1937
3. N -0.2750
4. C 0.3561
5. C -0.3466
6. C -0.5610
7. C -0.1277
8. C -0.0673
9. H 0.2536
10. H 0.6067
11. H 0.2969
12. H 0.3137
13. H 0.2807

***

# 3
Formula: C5H5NO2
Source: OMol25
Level of theory: ωB97M-V with the def2-TZVPD basis set

Output
lowest unoccupied orbital energy	-0.0469	Eh
E_tot	-398.5078	Eh
ΔE to the lowest compared entry with this formula, charge and spin	710.7	kJ/mol
net charge	0
HOMO	-10.46	eV

Cartesian coordinates (Å):
O (-0.29, 2.33, 0.18)
O (0.08, -1.01, -0.99)
N (3.14, 0.10, 0.02)
C (-0.30, -0.10, 1.03)
C (-0.25, 1.34, -0.92)
C (2.01, 0.13, -0.10)
C (0.52, 0.15, -0.18)
C (-0.91, -1.19, 0.07)
H (-0.64, 1.41, -2.27)
H (-0.97, 0.70, 1.59)
H (0.36, -0.80, 1.62)
H (-1.89, -0.92, -0.38)
H (-0.86, -2.13, 0.34)

Partial charges, Mulliken, in e:
1. O -0.4665
2. O -0.4547
3. N -0.3812
4. C -0.4980
5. C -0.1803
6. C -0.2072
7. C 1.1823
8. C -0.4947
9. H 0.3108
10. H 0.2597
11. H 0.3187
12. H 0.2290
13. H 0.3820

***

# 4
Formula: C5H5NO2
Source: OMol25
Level of theory: ωB97M-V with the def2-TZVPD basis set

Output
lowest unoccupied orbital energy	0.0193	Eh
E_tot	-398.5327	Eh
ΔE to the lowest compared entry with this formula, charge and spin	645.4	kJ/mol
net charge	0
HOMO	-9.30	eV

Cartesian coordinates (Å):
O (0.37, 1.19, -2.07)
O (1.20, -1.13, -0.70)
N (-1.02, 0.60, 0.83)
C (0.37, 0.99, 0.56)
C (1.11, -0.39, 0.39)
C (-0.02, -1.17, -0.16)
C (-0.14, 1.00, -0.91)
C (-1.09, -0.10, -0.61)
H (-2.12, -0.30, -1.17)
H (-0.18, -2.12, 0.16)
H (-1.34, 0.00, 1.68)
H (0.86, 1.99, 0.81)
H (2.01, -0.54, 1.20)

Partial charges, Mulliken, in e:
1. O -0.5872
2. O -0.4064
3. N -0.5867
4. C -0.0864
5. C -0.0885
6. C -0.3641
7. C 0.3831
8. C -0.1565
9. H 0.3829
10. H 0.5295
11. H 0.2676
12. H 0.4302
13. H 0.2826

***

# 5
Formula: C5H5NO2
Source: OMol25
Level of theory: ωB97M-V with the def2-TZVPD basis set

Output
lowest unoccupied orbital energy	0.0214	Eh
E_tot	-398.5567	Eh
ΔE to the lowest compared entry with this formula, charge and spin	582.2	kJ/mol
net charge	0
HOMO	-9.40	eV

Cartesian coordinates (Å):
O (-0.60, -0.93, 0.06)
O (2.76, -0.87, 0.03)
N (1.44, -1.50, 0.03)
C (1.28, 0.69, -0.01)
C (-2.80, -0.24, -0.04)
C (2.69, 0.52, 0.03)
C (0.66, -0.45, -0.04)
C (-1.54, 0.05, 0.03)
H (0.65, 1.59, -0.25)
H (-3.74, 0.42, 0.19)
H (-3.33, -1.37, -0.34)
H (-1.30, 1.12, 0.50)
H (3.83, 0.96, -0.19)

Partial charges, Mulliken, in e:
1. O -0.3126
2. O -0.1996
3. N -0.4024
4. C -0.4095
5. C -0.6795
6. C -0.2516
7. C 0.9676
8. C 0.2362
9. H 0.2187
10. H 0.2391
11. H 0.1685
12. H 0.1093
13. H 0.3158

***

# 6
Formula: C5H5NO2
Source: OMol25
Level of theory: ωB97M-V with the def2-TZVPD basis set

Output
lowest unoccupied orbital energy	0.0327	Eh
E_tot	-398.7182	Eh
ΔE to the lowest compared entry with this formula, charge and spin	158.1	kJ/mol
net charge	0
HOMO	-9.13	eV

Cartesian coordinates (Å):
O (2.49, -0.97, -0.53)
O (-0.58, -1.56, 0.20)
N (1.21, 0.97, -0.11)
C (0.32, -0.66, 0.80)
C (-1.40, -0.81, -0.55)
C (-1.27, 0.49, -0.43)
C (1.61, -0.35, -0.06)
C (-0.12, 0.75, 0.48)
H (-0.34, 1.50, 1.25)
H (1.48, 1.64, -0.82)
H (-2.15, -1.32, -1.14)
H (-1.80, 1.31, -0.90)
H (0.56, -1.00, 1.81)

Partial charges, Mulliken, in e:
1. O -0.5528
2. O -0.4085
3. N -0.1663
4. C 0.3834
5. C -0.4368
6. C -0.3478
7. C 0.1322
8. C -0.2181
9. H 0.2946
10. H 0.2206
11. H 0.4024
12. H 0.3757
13. H 0.3214

***

# 7
Formula: C5H5NO2
Source: OMol25
Level of theory: ωB97M-V with the def2-TZVPD basis set

Output
lowest unoccupied orbital energy	-0.0221	Eh
E_tot	-398.6376	Eh
ΔE to the lowest compared entry with this formula, charge and spin	370.0	kJ/mol
net charge	0
HOMO	-8.76	eV

Cartesian coordinates (Å):
O (0.63, -0.05, -2.08)
O (2.29, -0.02, 0.54)
N (-0.13, -1.32, -0.29)
C (1.47, 0.86, 0.45)
C (-0.82, -2.25, 0.47)
C (0.25, -0.82, -1.28)
C (0.67, 1.85, 0.29)
C (-0.16, 2.84, 0.08)
H (-0.54, -3.38, 0.29)
H (-0.73, -2.02, 1.51)
H (-1.94, -2.11, 0.12)
H (-1.25, 2.59, -0.09)
H (0.25, 3.81, 0.01)

Partial charges, Mulliken, in e:
1. O -0.4876
2. O -0.4941
3. N -0.0768
4. C 0.5415
5. C -0.7032
6. C 0.5205
7. C 0.2154
8. C -0.7986
9. H 0.2629
10. H 0.2429
11. H 0.2745
12. H 0.2255
13. H 0.2773

***

# 8
Formula: C5H5NO2
Source: OMol25
Level of theory: ωB97M-V with the def2-TZVPD basis set

Output
lowest unoccupied orbital energy	0.0288	Eh
E_tot	-398.7281	Eh
ΔE to the lowest compared entry with this formula, charge and spin	132.3	kJ/mol
net charge	0
HOMO	-8.17	eV

Cartesian coordinates (Å):
O (-0.34, -1.33, -0.04)
O (1.59, 1.72, 0.01)
N (-0.64, 1.37, -0.06)
C (2.03, -1.14, -0.01)
C (-1.55, -0.76, 0.01)
C (0.66, 0.94, -0.04)
C (-1.73, 0.55, 0.04)
C (0.81, -0.58, -0.04)
H (2.85, -0.42, 0.00)
H (-2.33, -1.47, -0.05)
H (2.13, -2.24, 0.16)
H (-2.71, 1.00, 0.05)
H (-0.76, 2.35, 0.00)

Partial charges, Mulliken, in e:
1. O -0.4150
2. O -0.6405
3. N -0.0771
4. C -0.8338
5. C -0.2759
6. C 0.3713
7. C -0.2303
8. C 0.5179
9. H 0.3310
10. H 0.4158
11. H 0.2682
12. H 0.3637
13. H 0.2047

***

# 9
Formula: C5H5NO2S
Source: OMol25
Level of theory: ωB97M-V with the def2-TZVPD basis set

Output
lowest unoccupied orbital energy (spin up / spin down)	0.0055 / 0.0055	Eh
E_tot	-796.9364	Eh
ΔE to the lowest compared entry with this formula, charge and spin	37.8	kJ/mol
net charge	0
HOMO (spin up / spin down)	-8.98 / -8.98	eV

Cartesian coordinates (Å):
S (-1.31, 2.33, -1.33)
O (-1.76, 0.18, 0.04)
O (1.80, -0.94, -2.96)
N (1.47, 0.14, -0.91)
C (1.52, -0.40, -1.98)
C (0.25, -0.27, 1.18)
C (0.56, 0.71, 0.04)
C (-0.89, 1.06, -0.43)
C (-1.11, -0.85, 0.79)
H (-1.01, -1.73, 0.14)
H (1.04, 1.62, 0.40)
H (0.18, 0.26, 2.12)
H (-1.75, -1.09, 1.63)
H (1.01, -1.05, 1.27)

Partial charges, Mulliken, in e:
1. S -0.2711
2. O -0.3425
3. O -0.4314
4. N -0.3077
5. C 0.5524
6. C -0.7469
7. C 0.2287
8. C 0.0943
9. C -0.3720
10. H 0.2663
11. H 0.3550
12. H 0.3030
13. H 0.3252
14. H 0.3467

***

# 10
Formula: C5H5O2S
Source: OMol25
Level of theory: ωB97M-V with the def2-TZVPD basis set

Output
lowest unoccupied orbital energy	0.1288	Eh
E_tot	-742.2121	Eh
ΔE to the lowest compared entry with this formula, charge and spin	37.5	kJ/mol
net charge	-1
HOMO	-4.05	eV

Cartesian coordinates (Å):
S (0.61, 1.99, -1.51)
O (2.01, -0.40, -0.91)
O (-1.74, -1.56, 1.78)
C (-0.88, 0.71, 0.69)
C (-0.82, -1.05, 1.13)
C (0.93, -0.41, -0.36)
C (0.34, -1.43, 0.37)
C (-0.13, 0.64, -0.66)
H (1.81, 1.14, -1.51)
H (0.80, -2.36, 0.61)
H (-1.87, 1.12, 0.55)
H (-0.78, 0.25, -1.49)
H (-0.28, 1.37, 1.32)

Partial charges, Mulliken, in e:
1. S -0.4609
2. O -0.7232
3. O -0.6847
4. C -0.7894
5. C 0.5073
6. C 0.4241
7. C -0.8310
8. C 0.0647
9. H 0.2378
10. H 0.3895
11. H 0.3145
12. H 0.2558
13. H 0.2954

***

# 11
Formula: C5H5O3Pt
Source: OMol25
Level of theory: ωB97M-V with the def2-TZVPD basis set

Output
2S+1	4
lowest unoccupied orbital energy (spin up / spin down)	0.0016 / -0.0876	Eh
<S²>	3.790
E_tot	-538.2606	Eh
net charge	0
HOMO (spin up / spin down)	-6.72 / -8.89	eV

Cartesian coordinates (Å):
Pt (1.26, 1.48, -0.04)
O (2.71, -1.22, 0.57)
O (-0.54, 1.91, -0.32)
O (-1.78, 0.33, 0.75)
C (0.60, -1.06, -0.45)
C (-1.33, 0.91, -0.43)
C (1.71, -0.48, -0.03)
C (-0.76, -0.97, -0.77)
C (-1.78, -1.07, 0.37)
H (-2.12, 0.99, -1.19)
H (-1.49, -1.66, 1.24)
H (3.39, -0.62, 0.89)
H (-1.08, -1.34, -1.75)
H (-2.78, -1.36, 0.01)

Partial charges, Mulliken, in e:
1. Pt 0.3587
2. O -0.4458
3. O -0.5867
4. O -0.2887
5. C -0.0488
6. C 0.1164
7. C -0.1819
8. C -0.2210
9. C -0.3151
10. H 0.3074
11. H 0.3047
12. H 0.3887
13. H 0.3528
14. H 0.2593

***

# 12
Formula: C5H5ORh
Source: OMol25
Level of theory: ωB97M-V with the def2-TZVPD basis set

Output
2S+1	5
lowest unoccupied orbital energy (spin up / spin down)	-0.3649 / -0.4592	Eh
<S²>	6.025
E_tot	-378.2850	Eh
net charge	+2
HOMO (spin up / spin down)	-18.75 / -19.46	eV

Cartesian coordinates (Å):
Rh (2.15, 0.16, 0.15)
O (0.47, -0.13, 0.30)
C (-2.38, 2.18, -0.69)
C (-0.71, 0.34, 0.17)
C (-1.71, 3.62, -0.77)
C (-1.65, 1.06, -0.14)
C (-1.87, 2.87, -2.04)
H (-2.38, 4.42, -0.43)
H (-2.67, 3.01, -2.76)
H (-3.45, 2.19, -0.49)
H (-0.95, 2.59, -2.56)
H (-0.69, 3.84, -0.44)

Partial charges, Mulliken, in e:
1. Rh 1.3871
2. O -0.7303
3. C -0.1091
4. C 0.7521
5. C -0.3850
6. C -0.0875
7. C -0.3995
8. H 0.2821
9. H 0.2845
10. H 0.4752
11. H 0.2660
12. H 0.2643